A molecular structure, C4H8N2S2 at a distorted geometry, computed with ωB97M-V/def2-TZVPD.

Last column: Löwdin charge in e.
Geometry (Å):
C  -1.6140  -0.0602  -0.0005  -0.24
C  0.7357  1.8126  0.1317  -0.16
C  0.5249  0.6373  1.0230  -0.25
C  -0.2621  -0.4475  0.3579  -0.56
N  -2.7012  0.2863  -0.1210  0.19
N  -0.1743  -1.6405  1.0591  0.11
S  -0.2775  -2.1936  -2.4623  0.28
S  0.7226  -0.5229  -1.7933  0.28
H  1.4215  2.5792  0.6407  0.10
H  -0.1255  2.4340  -0.2648  0.10
H  1.3404  1.5924  -0.7606  0.01
H  1.5186  0.2947  1.2382  0.12
H  -0.0214  0.9166  1.8421  0.10
H  -0.5699  -2.5332  0.6059  0.14
H  0.7506  -1.7400  1.1658  0.04
H  -1.2682  -1.4152  -2.6619  -0.26

Force components x, y, z for each atom (eV/Å):
C 0.191 -0.048 0.252
C 1.247 3.453 -0.905
C 0.607 -0.006 -2.810
C 0.069 -0.363 -1.766
N -0.149 -0.008 -0.304
N -4.064 -1.283 -2.033
S 1.546 -0.475 0.605
S -0.612 -0.423 1.973
H -1.090 -0.974 -0.319
H 0.525 -1.147 0.788
H -0.284 -0.286 0.262
H 0.327 -0.557 0.616
H -1.044 0.619 2.543
H 0.518 2.095 0.674
H 4.248 -1.178 1.115
H -2.035 0.580 -0.691

Calculated values
- Frontier orbital gap: 8.42 eV
- E_tot: -28926.66684 eV
- HOMO energy: -8.7 eV
- Multiplicity: 1
- Relative energy (zero: lowest compared OMol25 entry of this formula, charge and spin): 37.9 kcal/mol